Record 1
Here is a cluster of 2 separate species, C9H13NO in total in a non-equilibrium geometry from OMol25. Energies are from ωB97M-V/def2-TZVPD.

Each line ends with the Mulliken charge.
CARTESIAN COORDINATES (ANGSTROEM)
C -2.90 1.07 0.07  -1.46
C -1.77 0.21 0.60  1.20
C -1.09 0.65 1.74  -0.68
C -0.25 -0.22 2.40  -0.29
C -0.19 -1.57 2.06  -0.52
C -0.84 -2.01 0.92  -0.49
C -1.67 -1.13 0.24  -0.51
H -2.75 1.20 -1.00  0.33
H -2.98 2.00 0.62  0.37
H -3.86 0.56 0.17  0.33
H -1.31 1.60 2.21  0.26
H 0.43 0.08 3.19  0.35
H 0.41 -2.16 2.73  0.36
H -0.78 -3.04 0.62  0.40
H -2.20 -1.37 -0.67  0.35
C 2.06 1.87 -2.34  -1.03
C 2.10 0.58 -1.58  0.74
N 1.51 -0.51 -2.14  -0.40
O 2.65 0.52 -0.49  -0.61
H 1.05 2.29 -2.30  0.25
H 2.27 1.79 -3.41  0.34
H 2.70 2.62 -1.88  0.30
H 1.35 -1.29 -1.52  0.22
H 1.32 -0.51 -3.13  0.18

Calculated values
Orbital gap (eV): 9.74
Net charge: 0
DFT total energy (eV): -13081.611
SMILES: Cc1ccccc1.CC(N)=O
Lowest unoccupied orbital energy (eV): 0.791



Record 2
Here is a cluster of 2 separate species, C9H13NO in total from OMol25. Energies are from ωB97M-V/def2-TZVPD.

Each line ends with the Mulliken charge.
CARTESIAN COORDINATES (ANGSTROEM)
C -1.97 -1.31 -1.24  -1.47
C -1.07 -1.18 -0.04  0.68
C -0.11 -2.16 0.21  -0.41
C 0.58 -2.19 1.41  -0.52
C 0.39 -1.20 2.36  -0.35
C -0.51 -0.18 2.09  -0.60
C -1.17 -0.15 0.87  -0.20
H -1.52 -0.95 -2.17  0.26
H -2.91 -0.78 -1.10  0.38
H -2.21 -2.36 -1.37  0.40
H 0.01 -3.02 -0.44  0.36
H 1.30 -2.97 1.63  0.39
H 0.91 -1.20 3.31  0.39
H -0.72 0.57 2.85  0.38
H -1.86 0.67 0.70  0.31
C 2.01 1.16 -0.51  -0.82
C 0.88 1.78 -1.30  0.66
N 0.09 2.67 -0.63  -0.39
O 0.64 1.48 -2.45  -0.64
H 2.95 1.48 -0.96  0.32
H 1.89 0.08 -0.59  0.14
H 1.97 1.45 0.54  0.31
H -0.72 2.95 -1.16  0.23
H 0.32 3.08 0.26  0.20

Calculated values
Orbital gap (eV): 9.91
Net charge: 0
DFT total energy (eV): -13082.072
SMILES: Cc1ccccc1.CC(N)=O
Lowest unoccupied orbital energy (eV): 0.819



Record 3
Here is a cluster of 2 separate species, C9H13NO2 in total in a non-equilibrium geometry from OMol25. Energies are from ωB97M-V/def2-TZVPD.

Each line ends with the Mulliken charge.
CARTESIAN COORDINATES (ANGSTROEM)
C 1.47 -1.22 2.86  -1.40
C 1.20 -0.29 1.71  1.04
C 1.58 -0.65 0.42  -0.87
C 1.40 0.31 -0.57  -0.05
C 0.74 1.52 -0.35  0.21
O 0.47 2.35 -1.39  -0.64
C 0.57 1.89 0.98  -0.50
C 0.75 1.00 2.03  -0.60
H 1.35 -0.74 3.83  0.33
H 2.42 -1.76 2.95  0.34
H 0.72 -2.02 2.78  0.28
H 2.00 -1.61 0.16  0.44
H 1.70 0.09 -1.60  0.33
H 0.66 1.88 -2.23  0.35
H 0.27 2.91 1.18  0.36
H 0.56 1.36 3.03  0.33
C -1.92 -1.63 -1.53  -1.01
C -1.61 -0.34 -2.25  0.70
N -2.12 0.77 -1.57  -0.36
O -1.06 -0.19 -3.31  -0.62
H -2.56 -2.16 -2.24  0.29
H -2.45 -1.60 -0.58  0.36
H -1.04 -2.24 -1.36  0.25
H -2.18 1.70 -1.98  0.22
H -2.91 0.67 -0.96  0.20

Calculated values
Orbital gap (eV): 9.06
Net charge: 0
DFT total energy (eV): -15129.096
SMILES: Cc1ccc(O)cc1.CC(N)=O
Lowest unoccupied orbital energy (eV): 0.808



Record 4
Here is a cluster of 2 separate species, C9H13NO2 in total in a non-equilibrium geometry from OMol25. Energies are from ωB97M-V/def2-TZVPD.

Each line ends with the Mulliken charge.
CARTESIAN COORDINATES (ANGSTROEM)
C -2.50 -2.37 1.04  -1.47
C -2.12 -1.11 0.29  0.70
C -1.27 -1.09 -0.82  -0.62
C -0.74 0.09 -1.30  -0.30
C -1.24 1.28 -0.80  0.60
O -0.81 2.49 -1.27  -0.58
C -2.08 1.32 0.32  -0.71
C -2.50 0.13 0.87  -0.44
H -3.59 -2.40 1.04  0.35
H -2.05 -2.25 2.02  0.31
H -2.16 -3.28 0.57  0.36
H -1.07 -2.05 -1.27  0.30
H 0.17 0.04 -1.89  0.39
H -0.06 2.34 -1.87  0.37
H -2.30 2.30 0.73  0.40
H -3.21 -0.01 1.68  0.36
C 4.00 0.39 -0.54  -1.00
C 2.62 0.79 -0.20  0.66
N 2.14 0.47 1.06  -0.35
O 1.84 1.40 -0.92  -0.58
H 4.44 -0.18 0.29  0.33
H 4.64 1.26 -0.69  0.27
H 4.04 -0.26 -1.41  0.27
H 1.32 0.96 1.41  0.21
H 2.49 -0.26 1.66  0.18

Calculated values
Orbital gap (eV): 8.60
Net charge: 0
DFT total energy (eV): -15129.065
SMILES: Cc1ccc(O)cc1.CC(N)=O
Lowest unoccupied orbital energy (eV): 0.697



Record 5
Here is a cluster of 2 separate species, C9H13NO2S in total in a non-equilibrium geometry from OMol25. Energies are from ωB97M-V/def2-TZVPD.

Each line ends with the Mulliken charge.
CARTESIAN COORDINATES (ANGSTROEM)
C 3.42 0.05 1.56  -0.48
C 3.40 -1.19 1.05  -0.31
C 2.68 0.66 -0.39  0.49
C 0.14 0.75 0.40  0.01
C -2.22 1.31 0.27  -1.56
C -1.15 0.35 -1.82  -1.54
C -1.55 -1.06 0.17  -1.73
C 2.12 1.51 -1.35  -0.42
C -1.09 0.34 -0.22  1.66
N 3.11 1.08 0.75  -0.53
O 0.50 1.01 1.48  -0.38
O 2.22 2.90 -1.23  -0.55
S 2.86 -1.12 -0.61  -0.19
H 3.72 0.41 2.56  0.37
H 3.78 -2.05 1.50  0.54
H -2.17 1.52 1.35  0.40
H -3.03 0.56 0.24  0.41
H -2.24 2.22 -0.35  0.37
H -2.17 0.57 -2.13  0.37
H -0.73 -0.61 -2.07  0.40
H -0.41 1.06 -2.13  0.39
H -0.83 -1.76 -0.11  0.53
H -2.47 -1.45 -0.33  0.37
H -1.82 -0.97 1.29  0.38
H 1.82 1.12 -2.25  0.63
H 3.13 3.09 -0.75  0.37

Calculated values
Orbital gap (spin up / spin down) (eV): 6.66 / 7.59
Net charge: 0
DFT total energy (eV): -25959.696
Lowest unoccupied orbital energy (spin up / spin down) (eV): -0.179 / 0.562



Record 6
Here is a structure of composition C9H13NO3SV in a non-equilibrium geometry from OMol25. Energies are from ωB97M-V/def2-TZVPD.

Each line ends with the Mulliken charge.
CARTESIAN COORDINATES (ANGSTROEM)
C 1.07 -0.43 -2.16  -0.61
C 1.84 -0.66 -1.00  -0.73
C 2.07 0.57 -0.33  -0.34
C 1.48 1.61 -1.09  -0.44
C 0.79 1.00 -2.23  -0.33
V -0.17 0.47 -0.57  0.58
C -0.38 -2.58 0.36  -0.43
C -1.31 -3.28 -0.31  0.39
C -2.30 -3.31 -1.19  -0.81
N -0.99 1.60 -1.37  -0.43
H 2.70 0.72 0.55  0.34
H 2.27 -1.62 -0.70  0.75
H 1.50 2.66 -0.86  0.35
H 0.40 1.49 -3.11  0.43
H 0.75 -1.17 -2.89  0.39
H 0.69 -2.67 0.18  0.17
H -2.58 -0.17 -1.62  -0.15
H -0.53 -1.97 1.25  0.27
H -2.70 -4.28 -1.41  0.25
H -2.79 -2.51 -1.78  0.18
C 0.21 2.54 2.91  -0.96
S -0.67 1.12 2.20  1.25
O 0.45 0.28 1.61  -0.64
O -1.38 0.47 3.26  -0.65
O -1.56 1.66 1.13  -0.72
H 0.64 2.20 3.85  0.31
H -0.51 3.35 3.08  0.32
H 1.01 2.87 2.24  0.25

Calculated values
Orbital gap (spin up / spin down) (eV): 6.15 / 5.65
<S²>: 2.0481
Net charge: -1
DFT total energy (eV): -53692.687
Lowest unoccupied orbital energy (spin up / spin down) (eV): 3.109 / 2.721
2S+1: 3